This record from OMol25 describes a single CClN3O3 molecule at a distorted geometry. The level of theory is ωB97M-V with the def2-TZVPD basis set.

Output
- frontier orbital gap (eV) = 9.12
- E_HOMO (eV) = -10.6
- energy relative to the best compared isomer or geometry (same formula, charge and spin) (kJ/mol) = 216.6
- LUMO level (eV) = -1.4380

Element x y z (Å)
Cl -2.11 0.36 0.36
N 0.05 -0.86 -0.05
O 0.61 -1.87 -0.39
C 1.56 0.71 0.21
N 2.59 1.27 0.21
N 0.34 0.34 0.23
O -1.33 -1.11 0.22
O -1.71 1.15 -0.79